Formula: C2H7FO4P2
Source: the Open Molecules 2025 dataset
Level of theory: ωB97M-V with the def2-TZVPD basis set

Properties
- LUMO energy: 4.7383 eV
- HOMO-LUMO gap: 0.100 hartree
- Net charge: -2
- M: 176.0 g/mol
- E_HOMO: 2.02 eV
- Multiplicity: 1

Each line ends with the Löwdin charge.
Atoms and positions in Å:
C: -1.70 -0.24 -0.50  -0.117
C: -0.53 -1.00 0.04  -0.573
F: -0.96 -2.05 0.85  -0.086
P: 0.44 -1.66 -1.36  0.991
H: -1.28 0.56 -1.10  0.066
H: -2.29 0.15 0.31  0.091
H: -2.28 -0.86 -1.18  0.055
H: 0.11 -0.32 0.53  0.058
H: -0.01 -1.20 -2.65  -0.047
H: 1.79 -1.34 -1.27  -0.024
H: 0.26 -3.03 -1.38  -0.049
O: 2.64 1.49 1.89  -0.565
P: 1.31 2.24 1.57  -0.149
O: 0.79 1.66 0.15  -0.524
O: 1.53 3.76 1.51  -0.539
O: 0.20 1.87 2.61  -0.588

Formula: C2H7GaO7P2S4
Source: the Open Molecules 2025 dataset
Level of theory: ωB97M-V with the def2-TZVPD basis set

Properties
- LUMO energy: -1.0914 eV
- HOMO-LUMO gap: 0.232 hartree
- Net charge: 0
- M: 403.0 g/mol
- E_HOMO: -7.40 eV
- Multiplicity: 1

Each line ends with the Löwdin charge.
Atoms and positions in Å:
Ga: -1.65 -1.45 1.03  0.188
C: 1.65 1.94 -0.94  -0.059
C: 1.01 1.13 0.21  -0.548
O: 1.51 1.67 1.46  -0.085
P: 1.51 -0.58 0.22  0.513
O: 3.04 -0.61 0.69  -0.077
O: 1.77 -0.93 -1.28  -0.078
O: 0.47 -1.40 0.92  -0.325
P: -0.92 1.34 0.14  0.391
O: -1.24 0.60 -1.22  -0.155
O: -1.25 2.76 0.35  -0.247
O: -1.59 0.43 1.23  -0.337
H: 2.64 2.27 -0.61  0.094
H: 1.06 2.84 -1.10  0.082
H: 1.70 1.41 -1.89  0.082
H: 0.95 2.47 1.68  0.124
H: 3.22 -0.01 1.46  0.120
H: 1.07 -1.53 -1.64  0.136
H: -2.20 0.49 -1.45  0.081
S: -3.76 -1.31 -0.05  0.109
S: -4.56 -3.15 0.01  -0.059
S: -3.06 -4.61 0.06  -0.060
S: -1.38 -3.76 0.73  0.109

Formula: C2H7IN3
Source: the Open Molecules 2025 dataset
Level of theory: ωB97M-V with the def2-TZVPD basis set

Properties
- LUMO energy: -4.6016 eV
- HOMO-LUMO gap: 0.328 hartree
- Structure (SMILES): NCN(I)C=[NH2+]
- Net charge: +1
- M: 200.0 g/mol
- E_HOMO: -13.52 eV
- Multiplicity: 1

Each line ends with the Löwdin charge.
Atoms and positions in Å:
N: 0.61 0.77 -0.52  0.034
C: -0.37 1.32 0.42  -0.269
N: -1.19 0.13 0.62  -0.520
I: -3.14 0.05 -0.04  1.006
C: -0.31 -0.88 0.47  -0.301
N: -0.60 -2.03 -0.07  0.193
H: 0.30 0.86 -1.48  0.114
H: 1.52 1.20 -0.46  0.115
H: -0.95 2.17 0.07  0.110
H: 0.13 1.59 1.36  0.135
H: 0.59 -0.82 1.07  0.164
H: -1.45 -2.15 -0.61  0.074
H: 0.03 -2.82 -0.03  0.144

Formula: C2H7IP2
Source: the Open Molecules 2025 dataset
Level of theory: ωB97M-V with the def2-TZVPD basis set

Properties
- LUMO energy (alpha / beta): -0.4366 / -1.7059 eV
- HOMO-LUMO gap (alpha / beta): 0.284 / 0.243 hartree
- Net charge: 0
- M: 219.9 g/mol
- E_HOMO (alpha / beta): -8.17 / -8.31 eV
- Multiplicity: 1

Each line ends with the Löwdin charge.
Atoms and positions in Å:
C: 1.96 1.22 1.17  -0.009
C: -0.99 -1.73 -1.00  -0.506
P: -0.13 1.39 -0.92  0.446
P: -1.04 -0.19 0.10  -0.006
I: -3.49 -0.03 0.10  0.277
H: 2.76 1.27 0.53  -0.054
H: 1.88 0.19 1.54  0.001
H: 1.92 2.02 1.87  -0.007
H: 0.06 -2.09 -1.28  0.044
H: -1.61 -1.79 -2.00  0.063
H: -1.32 -2.47 -0.37  -0.045
H: -0.02 2.21 0.26  -0.205

Formula: C2H7ISi
Source: the Open Molecules 2025 dataset
Level of theory: ωB97M-V with the def2-TZVPD basis set

Properties
- LUMO energy (alpha / beta): -0.3467 / -0.1295 eV
- HOMO-LUMO gap (alpha / beta): 0.292 / 0.315 hartree
- Net charge: 0
- M: 186.1 g/mol
- E_HOMO (alpha / beta): -8.29 / -8.71 eV
- Multiplicity: 1

Each line ends with the Löwdin charge.
Atoms and positions in Å:
C: 0.88 0.10 -0.71  -0.297
C: -1.20 1.49 0.32  -0.611
Si: 0.62 -1.56 -0.05  0.480
I: -1.03 1.30 2.40  0.692
H: 1.71 0.88 -0.36  0.056
H: 0.24 0.43 -1.58  0.003
H: -0.79 2.37 -0.22  -0.004
H: -1.79 0.81 -0.24  -0.056
H: 0.90 -2.69 -0.93  -0.091
H: -0.81 -1.70 0.17  -0.086
H: 1.27 -1.44 1.21  -0.086

Formula: C2H7MgO3
Source: the Open Molecules 2025 dataset
Level of theory: ωB97M-V with the def2-TZVPD basis set

Properties
- LUMO energy: -6.5334 eV
- HOMO-LUMO gap: 0.245 hartree
- Net charge: +1
- M: 103.4 g/mol
- E_HOMO: -13.20 eV
- Multiplicity: 1

Each line ends with the Löwdin charge.
Atoms and positions in Å:
O: -0.68 -0.91 -0.30  -0.392
C: -0.15 -0.56 0.93  -0.324
C: 0.26 0.91 1.02  -0.269
O: 0.36 1.26 2.38  -0.046
H: 0.59 -1.45 -2.07  0.242
H: 0.75 -1.18 1.08  0.132
H: -0.87 -0.76 1.74  0.130
H: -0.51 1.53 0.52  0.107
H: 1.22 1.05 0.49  0.123
H: 0.41 2.21 2.47  0.094
Mg: -1.61 -0.36 -1.81  1.247
O: -0.12 -1.11 -2.88  -0.130
H: 0.35 -0.63 -3.57  0.086

Formula: C2H7N
Source: the Open Molecules 2025 dataset
Level of theory: ωB97M-V with the def2-TZVPD basis set

Properties
- LUMO energy (alpha / beta): -5.6026 / -9.2918 eV
- HOMO-LUMO gap (alpha / beta): 0.467 / 0.340 hartree
- Net charge: +1
- M: 45.1 g/mol
- E_HOMO (alpha / beta): -18.32 / -18.55 eV
- Multiplicity: 2

Each line ends with the Löwdin charge.
Atoms and positions in Å:
C: -0.51 0.90 0.42  -0.052
C: 0.27 -0.42 0.30  -0.101
N: 0.17 -0.65 -1.46  0.304
H: -0.17 1.41 1.33  0.116
H: -1.59 0.77 0.45  0.101
H: -0.22 1.54 -0.41  0.091
H: 0.07 -1.03 1.18  0.161
H: 1.35 -0.24 0.33  0.145
H: -0.43 -1.07 -0.60  0.115
H: 1.05 -1.21 -1.54  0.121

Formula: C2H7N2
Source: the Open Molecules 2025 dataset
Level of theory: ωB97M-V with the def2-TZVPD basis set

Properties
- LUMO energy: -8.2717 eV
- HOMO-LUMO gap: 0.254 hartree
- Net charge: +1
- M: 59.1 g/mol
- E_HOMO: -15.19 eV
- Multiplicity: 1

Each line ends with the Löwdin charge.
Atoms and positions in Å:
C: 1.69 0.31 -0.01  -0.046
N: 0.54 -0.47 0.14  0.175
C: -0.67 0.08 -0.04  -0.302
N: -1.80 -0.65 0.38  0.116
H: -2.67 -0.57 -0.14  0.123
H: 1.98 0.21 -1.07  0.154
H: 2.51 -0.10 0.57  0.118
H: -0.70 1.11 0.37  0.196
H: -0.80 0.26 -1.14  0.234
H: 1.54 1.38 0.17  0.111
H: -1.63 -1.57 0.77  0.121

> Number 1 is which compound?

C2H7FO4P2